104
Properties=species:S:1:pos:R:3:mulliken_charge:R:1 method="wB97M-V/def2-TZVPD" lumo_ev=3.20 max_force_ev_per_a=4.1 gap_ha=0.1056 energy_ha=-3261.42251 total_charge=-2
In 1.49381 1.62922 -0.87929 0.1768
F 5.00973 4.92733 -3.26217 -0.3270
C 4.74637 3.68914 -2.76878 0.2540
C 3.48683 3.36685 -2.36994 0.0912
C 3.17672 2.02669 -2.11999 -0.1926
C 4.11423 1.05471 -2.47399 0.3851
C 5.47002 1.46645 -2.67862 0.6674
F 6.45712 0.48706 -2.69082 -0.3772
C 5.82684 2.78362 -2.77279 -1.1677
C 3.54896 -0.30917 -2.69939 0.6323
C 4.22870 -1.50302 -2.57298 -0.6827
C 3.53417 -2.68718 -2.83764 -0.4134
C 2.18680 -2.63631 -3.23512 -0.6329
C 1.64373 -1.39538 -3.47990 -0.5478
N 2.31317 -0.25398 -3.13803 -0.1010
H 2.74341 4.12882 -2.17475 0.3320
H 6.79345 3.19247 -2.98265 0.4315
H 5.32982 -1.48986 -2.35635 0.3461
H 4.08996 -3.56235 -2.60022 0.4106
H 1.61668 -3.59662 -3.28576 0.3141
H 0.74517 -1.21538 -4.04095 0.4812
C -5.82258 -3.48534 1.00785 -2.0302
C -4.56732 -2.78883 1.47855 1.8191
C -4.47265 -1.41523 0.80798 -1.9405
C -4.72151 -2.50356 2.98742 -1.6928
C -3.32397 -3.73302 1.15244 1.5863
O -3.27797 -4.04603 -0.21157 -0.7174
C -3.47392 -5.04164 1.92541 -1.0029
C -2.37802 -6.07523 1.69515 -1.5324
C -1.37892 -6.20930 2.82358 0.4598
C -0.02875 -5.76908 2.71547 -0.0988
C 0.83772 -5.81124 3.77404 -0.6110
C 0.42382 -6.26650 5.08685 0.1482
Cl 1.50775 -6.35272 6.38139 -0.2227
C -0.86383 -6.86842 5.13259 -0.6450
C -1.73676 -6.72054 4.08451 -0.2843
C -1.97013 -3.07657 1.58107 -0.0022
N -1.25135 -2.19416 0.59875 0.8565
C -0.01084 -1.74952 0.56774 -0.5355
N 0.20490 -1.00249 -0.53368 0.2011
C -0.93957 -1.06878 -1.20668 -0.8985
N -1.88791 -1.82403 -0.60987 -0.8447
H -6.68000 -2.83853 1.14711 0.5061
H -6.08888 -4.39226 1.60952 0.3155
H -5.75368 -3.78944 -0.04134 0.3557
H -5.50481 -0.92584 0.95836 0.5085
H -4.26002 -1.56171 -0.24438 0.3754
H -3.62514 -0.76246 1.11054 0.3005
H -5.50200 -1.71223 3.13117 0.4692
H -3.86515 -1.96027 3.43186 0.2759
H -4.97923 -3.39287 3.58586 0.3503
H -2.95881 -3.20703 -0.63727 0.6827
H -4.44086 -5.51233 1.65590 0.3770
H -3.62636 -4.84314 3.02687 0.3890
H -1.89172 -5.82712 0.74922 0.4734
H -2.86690 -7.03602 1.45984 0.4018
H 0.33468 -5.45044 1.72193 0.4372
H 1.89794 -5.63881 3.55366 0.3486
H -1.11962 -7.33136 6.10081 0.3178
H -2.78507 -7.02926 4.20430 0.3499
H -1.24814 -3.83910 1.80592 -0.4458
H -2.06533 -2.54284 2.52864 0.0641
H 0.70314 -1.99784 1.38841 0.4156
H -1.05834 -0.57413 -2.15892 0.5460
C 2.37497 7.29211 -3.49527 -1.4645
C 3.03234 7.12388 -2.22982 1.0210
C 4.17409 7.87939 -1.87452 -0.6595
C 4.65900 7.64855 -0.60630 -0.2305
N 4.17217 6.69396 0.18935 -0.5961
C 3.20798 5.90245 -0.31436 0.2679
S 2.84763 4.42589 0.57288 -0.4244
N 2.50540 6.16359 -1.43850 -0.3989
H 2.27282 8.35683 -3.76913 0.4434
H 1.39760 6.92771 -3.49759 0.3471
H 2.93838 6.78944 -4.33584 0.1915
H 4.63579 8.59721 -2.56328 0.3161
H 5.57984 8.12731 -0.28115 0.3649
C -0.08411 3.20015 2.39825 -1.7966
C 0.13162 1.65959 2.08053 2.3530
C -0.16312 0.85380 3.37571 -1.7204
C 1.47801 1.37999 1.45814 -1.8348
H -1.14458 3.37274 2.61298 0.3697
H 0.21557 3.84968 1.59509 0.2497
H 0.59167 3.40115 3.24412 0.4504
H -0.71392 1.37151 1.43504 -0.3594
H 0.70165 0.95244 3.94913 0.5255
H -0.31177 -0.21466 3.23436 0.2097
H -1.08880 1.23126 3.88499 0.3193
H 1.82050 0.30928 1.61906 0.0970
H 2.24526 2.09849 1.72039 0.8159
C -0.33379 3.82731 -2.92217 -1.6193
C -1.06931 2.62742 -2.22910 1.8070
C -1.80865 2.95792 -0.96554 -0.7075
C -2.17733 2.12780 -3.22197 -2.0121
N -0.18407 1.56776 -2.13100 -0.3205
H -1.02644 4.60870 -3.27251 0.4256
H 0.22191 3.47275 -3.79371 0.3751
H 0.39298 4.29431 -2.19240 0.0977
H -2.49954 3.84100 -1.02760 0.4072
H -1.11594 3.16944 -0.11227 -0.2665
H -2.43549 2.09277 -0.62615 0.0354
H -3.12541 2.71133 -3.11039 0.3420
H -2.51188 1.10683 -2.99456 0.3096
H -1.84263 2.26509 -4.27175 0.3629